Entry 1:
CClN3O3 in the gas phase in a non-equilibrium geometry. Source: the Open Molecules 2025 dataset; level of theory: the ωB97M-V functional and the def2-TZVPD basis.

```
8
Properties=species:S:1:pos:R:3:forces:R:3
C -1.560 -0.770 0.204 0.634 1.549 -0.451
N -2.441 -1.465 -0.009 -0.968 -0.711 -0.159
N -0.457 -0.099 0.521 -0.346 -2.052 2.032
N -0.019 0.955 0.079 1.138 -0.029 -0.349
O -0.401 1.766 -0.686 -1.175 1.170 -1.044
O 1.294 1.146 0.495 0.417 0.401 0.272
O 1.364 -1.168 -0.750 0.288 -0.627 -0.670
Cl 2.221 -0.365 0.145 0.012 0.298 0.369
```
Positions in Å, forces in eV/Å.

As for the strongest force on any atom: 2.91 eV/Å. Its LUMO energy is -2.144 eV. Its HOMO-LUMO gap is 8.79 eV.

Entry 2:
A molecular structure, C25H44AlF12NO11P2 in a non-equilibrium geometry. Source: the Open Molecules 2025 dataset; level of theory: the ωB97M-V functional and the def2-TZVPD basis.

```
96
Properties=species:S:1:pos:R:3:forces:R:3
Al -28.383 11.071 9.697 0.075 -0.275 -0.714
C -26.402 15.625 16.191 -0.991 -1.609 -2.290
C -24.963 15.169 15.726 -0.888 1.926 1.747
C -24.100 15.572 16.936 0.866 0.711 1.010
C -22.644 15.138 17.008 -0.584 -0.557 -1.471
C -22.626 13.631 16.719 0.932 0.628 1.767
C -23.342 13.088 15.512 0.067 -1.041 0.087
N -24.773 13.677 15.546 -4.470 -2.860 -7.771
O -25.774 12.910 14.699 6.052 5.058 5.939
C -23.447 11.511 15.582 0.218 0.900 -0.649
C -22.606 13.543 14.184 -1.072 0.433 -1.015
C -24.584 16.078 14.447 0.827 -1.603 -0.651
H -26.553 16.666 16.475 0.958 -0.187 0.462
H -26.914 14.913 16.839 0.477 0.178 0.506
H -27.021 15.574 15.296 -0.187 -0.089 -0.239
H -24.593 15.252 17.854 -0.207 -0.291 -0.050
H -24.125 16.659 17.010 -0.276 0.085 -0.283
H -22.201 15.303 17.990 -0.208 0.092 -0.044
H -22.044 15.688 16.283 0.086 0.036 -0.051
H -23.044 13.216 17.637 -0.081 -0.584 -0.087
H -21.572 13.353 16.709 -0.110 -0.550 -0.333
H -23.915 11.089 14.692 -0.391 0.240 0.167
H -23.936 11.180 16.498 -0.068 0.102 -0.132
H -22.448 11.078 15.535 0.186 0.371 0.352
H -21.834 12.845 13.860 -0.288 -0.454 0.484
H -22.129 14.519 14.091 0.005 0.141 1.192
H -23.327 13.642 13.373 -0.153 -0.638 -0.090
H -24.843 15.595 13.505 -0.219 -0.325 0.130
H -23.502 16.197 14.402 -0.042 0.056 0.224
H -25.027 17.069 14.351 -0.402 -0.197 1.049
P -29.600 13.184 4.484 -0.971 0.519 1.164
F -28.638 13.739 3.364 0.556 0.556 -0.231
F -28.946 14.094 5.670 -0.784 2.509 0.012
F -30.731 14.378 4.123 1.132 -1.311 0.405
F -30.604 12.557 5.602 -0.545 0.045 -0.009
F -30.220 12.154 3.400 0.282 0.144 0.496
F -28.444 12.215 5.068 0.397 -2.530 -1.429
P -24.701 7.083 8.151 0.770 2.212 -0.816
F -24.853 6.271 6.661 -0.009 0.553 2.788
F -25.319 8.418 7.466 -1.060 -0.125 -1.049
F -26.163 6.738 8.758 -0.177 -0.477 -0.887
F -24.466 8.094 9.425 -0.013 -0.506 1.549
F -24.138 5.821 8.990 0.411 0.442 -1.201
F -23.231 7.685 7.671 -0.089 -1.837 -0.140
C -30.912 4.740 7.047 0.815 -0.798 -0.907
C -30.554 5.353 5.651 -1.371 0.465 0.619
C -30.635 6.876 5.982 0.425 -0.628 -2.643
O -30.874 7.059 7.335 1.044 0.732 0.953
C -31.444 5.901 7.855 -0.826 -1.057 0.552
H -30.028 4.340 7.544 0.263 0.202 -0.125
H -31.568 3.871 6.981 -0.349 0.247 -0.058
H -31.288 5.131 4.876 -0.286 -0.248 0.226
H -29.605 5.089 5.185 0.150 -0.109 0.655
H -31.371 7.443 5.411 -0.544 -0.377 -0.100
H -29.708 7.201 5.509 0.540 1.033 1.339
H -32.533 5.953 7.862 -0.382 0.123 -0.554
H -31.231 5.736 8.912 0.564 0.492 0.110
C -17.731 6.566 5.244 -0.599 0.385 -0.106
C -17.067 7.885 5.543 1.050 -0.329 0.734
C -15.621 7.831 6.078 0.084 -0.247 0.166
O -14.918 8.836 5.350 0.239 0.506 -0.829
C -15.659 9.244 4.288 -0.383 0.473 -0.979
O -15.362 10.006 3.394 -0.020 -1.359 1.958
O -16.869 8.631 4.352 -0.654 0.636 -0.363
H -17.529 6.231 4.227 0.361 -0.320 0.258
H -18.801 6.768 5.293 -0.110 -0.313 -0.103
H -17.507 5.856 6.040 0.120 -0.238 -0.279
H -17.718 8.339 6.290 0.073 0.950 -0.339
H -15.192 6.848 5.885 0.246 0.013 -0.137
H -15.458 8.081 7.126 -0.438 -0.156 0.017
C -22.290 9.675 1.964 1.407 0.038 -1.126
C -23.060 8.662 1.151 -0.320 1.117 0.867
C -23.615 9.160 -0.142 -0.952 1.774 0.155
O -23.064 8.328 -1.129 -1.329 0.385 -1.669
C -22.362 7.366 -0.565 1.889 -1.799 -1.317
O -21.865 6.407 -1.121 -1.033 1.528 0.680
O -22.145 7.696 0.686 0.354 -1.481 2.507
H -22.765 10.644 2.114 -0.444 -0.447 0.610
H -21.449 9.929 1.318 0.278 0.178 -0.171
H -21.788 9.192 2.803 -0.616 0.338 0.456
H -23.909 8.333 1.750 0.394 -1.151 0.144
H -23.364 10.213 -0.272 0.397 -0.046 -0.575
H -24.705 9.153 -0.104 -0.041 -0.444 -0.529
C -24.835 -0.337 7.992 -0.865 0.463 1.051
C -24.106 -0.683 9.312 0.601 -0.735 -3.473
C -22.719 -0.016 9.509 -2.047 -2.147 -1.696
O -22.807 0.187 10.854 2.494 1.885 2.936
C -23.965 -0.126 11.425 0.011 -1.662 2.272
O -24.143 -0.358 12.610 0.327 1.302 -2.219
O -24.829 -0.369 10.459 -1.895 0.390 -0.104
H -24.461 -0.669 7.023 0.640 -0.535 0.503
H -24.972 0.735 7.856 -0.119 0.126 0.335
H -25.807 -0.807 8.144 -0.278 0.214 -0.433
H -24.040 -1.771 9.294 0.416 -0.188 0.191
H -22.632 0.828 8.824 0.314 0.496 0.707
H -21.982 -0.793 9.303 0.393 0.426 -0.062
```
Positions in Å, forces in eV/Å.

As for the strongest force on any atom: 9.87 eV/Å. Its LUMO energy is -7.408 eV. Its HOMO-LUMO gap is 1.62 eV.

Entry 3:
A molecular structure, C30H35N4OPd. Source: the Open Molecules 2025 dataset; level of theory: the ωB97M-V functional and the def2-TZVPD basis.

```
71
Properties=species:S:1:pos:R:3:forces:R:3
Pd 0.031 0.318 0.913 -0.015 0.012 0.068
C -0.459 1.936 3.326 -0.011 0.002 -0.019
N 0.288 0.686 3.060 0.011 -0.013 0.021
C 1.751 0.838 3.225 0.006 0.002 -0.004
C 2.499 -0.229 2.459 -0.011 0.008 -0.004
C 3.651 -0.812 2.952 0.000 -0.003 0.002
C 4.326 -1.739 2.168 0.000 0.001 0.001
C 3.820 -2.061 0.918 0.000 0.000 0.003
C 2.657 -1.445 0.498 0.005 0.004 0.000
N 2.012 -0.543 1.244 -0.002 -0.001 -0.018
C -0.239 -0.473 3.828 -0.004 0.007 0.005
C -0.996 -1.498 3.014 -0.012 -0.006 0.011
C -1.660 -2.537 3.650 -0.007 0.005 -0.002
C -2.319 -3.484 2.887 -0.003 -0.001 -0.001
C -2.306 -3.369 1.502 -0.005 0.001 0.002
C -1.630 -2.310 0.938 -0.009 0.010 -0.001
N -0.987 -1.401 1.683 0.028 -0.011 0.013
C -1.775 1.970 2.584 0.003 -0.001 0.016
C -2.906 2.540 3.138 0.003 -0.009 0.003
C -4.065 2.616 2.378 -0.005 0.001 -0.003
C -4.060 2.108 1.088 -0.001 -0.004 0.003
C -2.895 1.542 0.606 -0.002 -0.006 0.014
N -1.773 1.481 1.331 0.000 0.007 -0.065
H 0.154 2.770 2.979 0.002 -0.005 -0.007
H -0.618 2.075 4.397 0.002 0.005 0.000
H 2.032 0.824 4.281 0.002 -0.005 -0.001
H 2.031 1.816 2.827 -0.001 0.001 0.004
H 4.018 -0.543 3.933 0.001 -0.001 0.001
H 5.231 -2.206 2.533 -0.001 -0.001 0.001
H 4.312 -2.783 0.282 0.000 0.000 -0.001
H 2.215 -1.672 -0.465 0.001 0.000 0.001
H -0.888 -0.111 4.628 0.011 -0.002 0.008
H 0.597 -0.978 4.315 0.005 -0.004 -0.014
H -1.657 -2.599 4.730 -0.003 0.000 0.000
H -2.842 -4.301 3.366 0.000 0.000 0.000
H -2.816 -4.085 0.874 0.002 -0.001 -0.001
H -1.595 -2.162 -0.134 0.008 -0.004 -0.002
H -2.880 2.925 4.149 -0.002 0.001 0.000
H -4.961 3.061 2.791 -0.001 0.000 0.000
H -4.942 2.143 0.466 -0.001 0.001 -0.001
H -2.847 1.122 -0.391 0.001 0.003 -0.003
C 0.813 -3.072 -4.014 -0.004 0.014 0.005
C -0.092 -2.035 -3.329 0.038 0.019 0.014
C -1.579 -2.279 -3.708 -0.024 0.014 -0.006
C 0.241 -0.644 -3.705 -0.027 -0.048 -0.025
C 0.405 -0.302 -5.085 0.015 0.044 0.000
C 0.771 0.973 -5.493 -0.003 0.021 0.036
C 0.954 1.958 -4.540 -0.015 -0.058 -0.054
C 0.801 1.720 -3.135 -0.004 0.050 0.000
C 1.087 2.834 -2.190 0.036 -0.060 0.033
C 2.139 2.467 -1.131 0.005 0.053 -0.008
C -0.223 3.332 -1.538 -0.046 -0.010 0.007
C 0.361 0.402 -2.695 -0.037 0.019 0.042
O 0.099 0.148 -1.499 0.021 -0.046 -0.042
H 0.566 -4.059 -3.625 -0.006 0.000 -0.001
H 1.869 -2.883 -3.819 0.001 -0.001 0.001
H 0.659 -3.106 -5.092 0.004 -0.006 -0.003
H 0.002 -2.123 -2.246 -0.004 0.009 0.002
H -1.732 -2.211 -4.785 -0.001 0.005 -0.002
H -2.249 -1.576 -3.214 0.004 0.000 0.001
H -1.840 -3.292 -3.402 0.009 -0.002 0.000
H 0.229 -1.070 -5.828 0.010 -0.004 -0.001
H 0.899 1.196 -6.544 -0.006 0.000 0.000
H 1.221 2.961 -4.853 0.004 0.003 -0.002
H 1.489 3.659 -2.780 0.003 -0.011 -0.021
H 1.759 1.728 -0.423 0.002 -0.017 0.008
H 2.404 3.370 -0.583 -0.003 -0.004 0.006
H 3.050 2.072 -1.581 0.000 -0.003 0.006
H -0.635 2.582 -0.861 0.024 0.021 -0.030
H -0.978 3.588 -2.281 0.003 0.006 -0.005
H 0.004 4.234 -0.972 0.005 -0.004 0.007
```
Positions in Å, forces in eV/Å.

As for the strongest force on any atom: 0.08 eV/Å. Its LUMO energy (alpha / beta) is -8.722 / -12.457 eV. The charge is +3. As for the spin multiplicity: 5. Its HOMO-LUMO gap (alpha / beta) is 8.23 / 5.16 eV.

Entry 4:
A molecular structure, C2H3IrLiO2 in a non-equilibrium geometry. Source: the Open Molecules 2025 dataset; level of theory: the ωB97M-V functional and the def2-TZVPD basis.

```
9
Properties=species:S:1:pos:R:3:forces:R:3
H 4.001 -0.190 -1.698 0.627 0.233 -0.659
O -1.607 0.144 0.290 -1.221 1.328 -0.426
C -0.953 1.051 -0.317 0.432 1.263 -0.961
C 0.434 0.860 -0.557 -0.779 2.381 -0.475
O 0.999 -0.209 -0.089 2.591 0.527 -1.112
Li 2.863 -0.644 -0.460 -0.196 -0.247 0.559
Ir -0.358 -1.244 0.776 -1.250 -4.905 2.977
H -1.456 1.964 -0.655 -0.001 -0.279 0.124
H 1.049 1.646 -1.006 -0.203 -0.301 -0.028
```
Positions in Å, forces in eV/Å.

As for the strongest force on any atom: 5.87 eV/Å. Its LUMO energy (alpha / beta) is -10.418 / -11.843 eV. The charge is +2. As for the spin multiplicity: 6. Its HOMO-LUMO gap (alpha / beta) is 8.13 / 8.35 eV.